[1]
86
Properties=species:S:1:pos:R:3:forces:R:3:lowdin_charge:R:1 method="wB97M-V/def2-TZVPD" multiplicity=5 s_squared=6.06 total_energy_ev=-67698.11781 charge=+2 orbital_gap_ev="4.66 / 4.50"
Pt -0.589 -0.237 -0.423 1.0 -3.6 1.7 1.0280
C -0.440 -0.021 -3.181 -0.6 0.4 -2.0 -0.2041
C 0.687 0.926 -2.596 1.8 1.0 -1.5 -0.3727
C 0.435 2.441 -2.497 -0.2 0.8 -0.4 -0.2019
C -0.566 2.824 -1.413 -0.3 0.0 0.8 -0.1766
C -1.194 1.729 -0.522 -2.2 1.7 0.0 -0.3637
C -2.300 0.800 -0.792 -0.5 2.8 -0.2 -0.3305
C -2.882 0.819 -2.157 -0.3 -1.2 -0.4 -0.1923
C -1.836 0.748 -3.269 0.4 -0.4 -0.8 -0.1246
C -0.591 -0.326 2.499 -1.1 -2.0 -0.8 -0.2194
H -0.188 -0.038 -4.272 0.1 0.1 0.6 0.1568
H 1.583 0.888 -3.254 -0.7 -0.3 -0.2 0.1167
H 0.165 2.984 -3.438 0.1 -1.1 0.4 0.1392
H 1.387 2.942 -2.248 -0.1 -0.5 0.0 0.1148
H -0.037 3.481 -0.678 -0.6 -0.2 -0.7 0.1118
H -1.421 3.394 -1.829 0.4 -0.1 0.2 0.1363
H -1.589 2.336 0.306 1.0 -0.8 0.2 0.0703
H -3.066 0.802 0.005 0.6 -0.3 -0.2 0.1038
H -3.470 1.752 -2.315 0.3 -0.5 0.3 0.1465
H -3.580 -0.034 -2.215 0.0 0.5 -0.3 0.1071
H -2.295 0.269 -4.137 -0.2 0.3 0.0 0.1267
H -1.618 1.781 -3.570 0.1 -0.4 -0.1 0.1065
H -1.279 -0.765 1.707 1.0 0.5 1.2 0.0361
H -1.218 -0.220 3.393 0.4 0.1 0.1 0.0847
H 0.223 -1.036 2.730 -0.4 0.6 -0.2 0.0727
P 1.465 0.340 -1.064 -1.8 -0.6 0.0 0.9027
P -0.069 1.346 2.184 -1.1 0.6 2.2 1.0294
C 2.005 1.528 0.117 -0.1 1.0 1.5 -0.2252
C 1.296 2.015 1.198 2.1 -0.1 -1.6 -0.2039
C 2.749 -0.704 -1.628 1.0 -1.1 -0.5 -0.3517
C 3.872 -0.174 -2.273 0.1 0.0 0.2 -0.0700
C 4.960 -0.989 -2.569 0.3 0.0 -0.2 -0.0458
C 4.936 -2.346 -2.241 -0.4 -0.3 0.4 -0.0362
C 3.756 -2.912 -1.742 0.0 0.1 -0.1 -0.0386
C 2.648 -2.094 -1.528 -0.1 -0.1 0.4 -0.1236
C -0.596 -1.549 -2.848 1.2 1.8 0.9 -0.2008
C -1.862 -1.954 -2.327 -1.9 0.7 0.6 -0.1834
C -2.684 -2.637 -3.209 -0.5 -0.1 -0.7 -0.0537
C -2.063 -3.593 -4.027 -2.3 0.9 -0.2 -0.0372
C -0.659 -3.699 -4.007 2.4 1.3 0.8 -0.0501
C 0.084 -2.670 -3.426 0.2 -2.8 -1.5 -0.0346
C 0.794 1.513 3.769 0.2 0.2 -0.1 -0.3481
C 2.141 1.125 3.857 -0.2 0.7 0.2 -0.0897
C 2.860 1.474 4.992 -0.1 -0.1 0.0 -0.0537
C 2.240 2.153 6.040 -0.6 0.0 0.0 -0.0437
C 0.876 2.440 5.976 -0.3 -0.1 0.0 -0.0419
C 0.134 2.088 4.846 0.2 0.4 0.2 -0.0676
C -1.708 2.233 2.419 -0.3 0.3 -0.5 -0.3199
C -2.920 1.494 2.378 0.8 0.0 0.0 -0.1064
C -4.155 2.131 2.338 0.0 0.1 -0.1 -0.0511
C -4.229 3.526 2.303 0.1 -0.4 0.1 -0.0393
C -3.058 4.265 2.471 0.3 0.1 0.0 -0.0427
C -1.802 3.634 2.517 -0.1 -0.1 0.1 -0.0747
H 3.054 1.815 -0.016 -0.3 0.6 0.2 0.1025
H 1.841 2.824 1.762 -0.8 -0.9 -0.4 0.1248
H 3.844 0.867 -2.574 0.4 0.1 0.2 0.1156
H 5.850 -0.570 -3.047 -0.4 -0.1 0.2 0.1243
H 5.816 -2.982 -2.360 -0.3 0.3 -0.1 0.1239
H 3.685 -3.977 -1.484 0.1 0.5 -0.4 0.1251
H 1.666 -2.516 -1.303 0.7 0.0 0.1 0.0675
H -2.227 -1.558 -1.361 -0.3 -0.2 -0.8 0.0726
H -3.742 -2.347 -3.296 0.2 -1.0 0.4 0.1282
H -2.678 -4.244 -4.653 0.3 0.2 0.2 0.1225
H -0.187 -4.572 -4.464 0.1 0.4 0.3 0.1196
H 1.149 -2.832 -3.363 0.3 0.4 -0.3 0.0915
H 2.640 0.656 3.014 0.0 0.0 0.1 0.1033
H 3.914 1.241 5.050 0.0 -0.1 0.1 0.1151
H 2.796 2.442 6.925 0.1 0.0 -0.2 0.1189
H 0.354 2.960 6.781 0.3 -0.2 -0.1 0.1212
H -0.937 2.321 4.768 0.6 0.0 0.2 0.1125
H -2.890 0.408 2.337 -0.2 0.3 0.0 0.0960
H -5.060 1.521 2.301 0.3 0.2 0.0 0.1249
H -5.201 4.005 2.152 0.5 -0.1 0.3 0.1257
H -3.137 5.352 2.573 0.2 -0.4 -0.1 0.1234
H -0.896 4.228 2.665 -0.3 -0.1 -0.2 0.1229
F 1.071 -6.084 1.306 -0.5 2.3 -0.8 0.0924
C 0.759 -4.799 0.911 0.6 -1.8 0.6 -0.1772
C -0.367 -4.600 0.118 -0.5 0.4 -0.2 0.0574
C -0.797 -3.285 -0.080 -0.8 -2.0 0.2 -0.0709
C 0.021 -2.211 0.234 -0.5 1.9 -0.3 -0.2641
C 1.204 -2.445 0.962 0.9 -1.4 1.1 -0.1336
C 1.567 -3.745 1.363 0.1 1.5 -0.3 0.0461
H -0.955 -5.430 -0.272 0.2 0.1 0.3 0.1441
H -1.811 -3.150 -0.454 0.5 -0.2 0.1 0.1042
H 1.861 -1.598 1.181 -0.2 -0.4 0.2 0.1053
H 2.460 -3.918 1.974 -0.4 -0.1 -0.4 0.1437

***

[2]
92
Properties=species:S:1:pos:R:3:forces:R:3:lowdin_charge:R:1 method="wB97M-V/def2-TZVPD" multiplicity=1 total_energy_ev=-80814.48826 charge=+2 orbital_gap_ev="4.29 / 4.29"
Ir -0.137 -0.042 0.004 0.8 -1.3 -2.3 0.8097
Te 2.042 -3.353 -2.083 -0.1 -1.0 -0.9 1.4043
C 2.312 -3.888 -4.145 0.2 0.2 0.4 -0.4970
C 3.562 -4.364 -4.520 0.0 0.0 0.0 -0.1264
C 3.735 -4.772 -5.839 0.1 0.0 0.7 -0.1267
N 2.760 -4.732 -6.717 0.2 -0.2 -1.2 0.0729
C 1.578 -4.269 -6.375 -0.2 0.2 0.5 -0.1304
C 1.296 -3.827 -5.086 -0.1 0.0 0.1 -0.1089
C 0.861 -1.584 -2.443 0.0 0.2 3.1 -0.7194
P -0.802 -1.680 -1.671 1.0 1.6 -2.2 0.8452
C -1.241 -3.453 -1.794 -0.2 0.2 1.4 -0.4112
C -0.848 -4.318 -0.768 -0.3 0.1 0.1 -0.1756
C -1.094 -5.677 -0.876 0.0 0.1 0.1 -0.0595
C -1.733 -6.180 -2.001 0.1 0.1 0.1 -0.0357
C -2.131 -5.323 -3.015 0.1 0.0 0.0 -0.0421
C -1.890 -3.961 -2.916 -0.1 0.3 -0.1 -0.0755
C -1.952 -0.886 -2.836 -0.2 -0.1 0.6 -0.4052
C -3.223 -0.571 -2.354 0.1 -0.1 -0.1 -0.1283
C -4.138 0.065 -3.173 -0.1 0.0 0.1 -0.0690
C -3.791 0.372 -4.480 0.0 0.0 -0.1 -0.0437
C -2.546 0.015 -4.976 0.0 0.1 0.0 -0.0431
C -1.620 -0.608 -4.156 0.1 -0.1 0.2 -0.0945
P 1.680 -0.181 -1.585 -1.8 0.0 -2.4 0.8415
C 1.797 1.339 -2.598 -0.3 0.2 0.8 -0.3864
C 1.571 1.454 -3.962 -0.2 -0.2 0.2 -0.0762
C 1.903 2.635 -4.606 0.0 0.0 -0.1 -0.0437
C 2.468 3.691 -3.909 -0.1 0.0 0.0 -0.0447
C 2.677 3.588 -2.542 0.0 0.0 0.1 -0.0556
C 2.329 2.420 -1.891 -0.1 -0.1 0.0 -0.1339
C 3.448 -0.593 -1.840 0.4 0.2 1.1 -0.4585
C 3.820 -0.970 -3.139 -0.1 0.6 0.0 -0.1660
C 5.143 -1.259 -3.416 -0.3 0.1 0.0 -0.0547
C 6.098 -1.159 -2.414 0.0 0.0 0.3 -0.0432
C 5.730 -0.766 -1.136 0.2 -0.1 -0.1 -0.0523
C 4.402 -0.488 -0.842 -0.2 0.0 -0.1 -0.0916
H 4.375 -4.433 -3.810 0.1 0.0 0.0 0.0958
H 4.685 -5.157 -6.185 0.1 0.0 0.0 0.1171
H 0.823 -4.271 -7.149 -0.1 0.1 0.0 0.1136
H 0.307 -3.480 -4.823 -0.1 0.0 0.0 0.0772
H -0.376 -3.915 0.124 0.0 -0.1 -0.1 0.0961
H -0.796 -6.345 -0.081 0.0 0.0 0.0 0.1180
H -1.926 -7.239 -2.081 0.0 -0.1 0.0 0.1203
H -2.635 -5.716 -3.884 0.0 0.0 -0.1 0.1193
H -2.211 -3.301 -3.710 -0.1 0.0 0.0 0.1080
H -3.490 -0.846 -1.340 -0.1 0.0 0.1 0.1060
H -5.124 0.300 -2.800 -0.1 0.0 0.0 0.1202
H -4.500 0.871 -5.122 -0.1 0.0 -0.1 0.1190
H -2.301 0.210 -6.009 0.0 0.1 -0.1 0.1183
H -0.649 -0.903 -4.526 0.1 0.0 -0.1 0.0893
H 1.138 0.634 -4.515 0.0 -0.1 -0.1 0.0975
H 1.732 2.732 -5.666 0.0 0.0 -0.1 0.1175
H 2.734 4.595 -4.432 0.0 0.1 0.0 0.1177
H 3.116 4.406 -1.991 0.0 0.1 0.0 0.1175
H 2.471 2.326 -0.820 0.2 0.1 0.1 0.0974
H 3.078 -0.985 -3.929 0.1 -0.2 0.0 0.1025
H 5.432 -1.546 -4.416 0.0 0.0 -0.1 0.1202
H 7.131 -1.384 -2.632 0.1 0.0 0.0 0.1178
H 6.481 -0.674 -0.366 0.0 0.0 0.1 0.1149
H 4.112 -0.185 0.156 0.1 0.0 0.1 0.1057
C -0.028 -0.034 5.010 0.0 0.0 -0.3 -0.0143
C -1.017 -0.720 4.319 0.0 0.1 -0.1 -0.0223
C -1.034 -0.664 2.936 -0.2 -0.2 0.2 -0.1369
N -0.133 0.019 2.223 0.3 0.0 0.4 -0.1281
C 0.815 0.685 2.894 0.2 0.1 0.3 -0.1482
C 0.905 0.683 4.274 -0.1 0.0 -0.1 -0.0214
H 0.018 -0.061 6.088 0.0 0.0 0.1 0.1268
H -1.768 -1.289 4.841 -0.1 -0.1 0.0 0.1214
H -1.797 -1.188 2.376 0.0 -0.1 0.0 0.1099
H 1.529 1.238 2.299 0.1 0.0 0.0 0.1059
H 1.692 1.237 4.760 0.1 0.1 0.0 0.1214
C -2.727 1.920 0.174 -0.5 -0.2 0.2 -0.1680
N -1.296 2.012 -0.242 0.6 -1.2 -0.5 -0.1550
C -0.690 3.110 0.563 0.4 0.2 0.4 -0.1774
N -1.386 4.355 0.377 0.2 0.3 0.3 -0.0772
C -2.777 4.206 0.780 0.0 0.0 0.2 -0.1442
N -3.419 3.169 -0.016 -0.5 -0.1 0.2 -0.0768
C -3.369 3.546 -1.422 0.0 -0.1 -0.1 -0.1403
N -1.985 3.708 -1.847 0.0 0.1 -0.4 -0.0722
C -1.278 2.467 -1.664 0.1 0.1 -0.7 -0.1691
C -1.358 4.738 -1.029 0.1 0.1 -0.2 -0.1417
H -2.772 1.647 1.234 0.1 -0.1 -0.1 0.1299
H -3.225 1.157 -0.429 0.2 0.0 0.1 0.1040
H 0.349 3.242 0.253 0.0 -0.1 0.0 0.1213
H -0.734 2.839 1.622 0.0 -0.1 -0.1 0.1211
H -3.292 5.155 0.631 0.0 0.0 0.0 0.1403
H -2.831 3.934 1.836 0.0 0.0 0.0 0.1368
H -3.910 4.482 -1.566 0.0 -0.1 0.0 0.1414
H -3.833 2.761 -2.024 -0.1 0.1 0.0 0.1231
H -0.239 2.612 -1.973 -0.2 -0.1 0.1 0.1027
H -1.734 1.692 -2.284 0.0 0.0 0.1 0.1122
H -1.902 5.677 -1.151 0.1 0.0 0.0 0.1406
H -0.322 4.870 -1.353 0.0 0.0 0.0 0.1333